[1]
Computed, not measured: C15H17NO in the gas phase in a non-equilibrium geometry, with ωB97M-V with the def2-TZVPD basis set.

XYZ file:
```
34
Properties=species:S:1:pos:R:3
O 2.723 0.618 -0.581
C -2.876 -2.366 -1.910
C 0.557 0.095 4.091
C -1.498 -2.491 -2.177
C -3.323 -1.393 -1.019
C 1.182 1.057 3.340
C -0.222 -0.893 3.474
C -0.605 -1.639 -1.567
C -2.431 -0.503 -0.438
C 1.004 1.058 1.944
C -0.451 -0.859 2.099
C -1.050 -0.640 -0.682
C 0.149 0.143 1.277
N -0.128 0.241 -0.094
C 2.352 2.246 -2.216
C 0.380 1.345 -0.993
C 1.754 1.036 -1.553
H 2.225 0.031 0.055
H -3.570 -3.097 -2.336
H 0.756 0.123 5.159
H -1.062 -3.210 -2.873
H -4.389 -1.360 -0.827
H 1.821 1.774 3.847
H -0.708 -1.685 4.040
H 0.469 -1.700 -1.706
H -2.804 0.263 0.225
H 1.539 1.783 1.421
H -1.039 -1.654 1.653
H 1.656 2.694 -2.916
H 2.560 2.964 -1.439
H 3.257 1.981 -2.735
H 0.385 2.299 -0.405
H -0.301 1.487 -1.827
H 1.689 0.252 -2.331
```

Results
HOMO energy in eV: -7.780
Molar mass in g/mol: 227.3
Energy above the lowest of the compared OMol25 structures with the same formula, charge and spin in kcal per mole: 1.3
Maximum force in eV/A: 1.96
Orbital gap in eV: 8.6
Structure (SMILES): C[C@@H](O)CN(c1ccccc1)c1ccccc1
Total charge: 0
Calculated total energy in eV: -19367.9921
E_LUMO in eV: 0.83

Mulliken atomic charge list, values in e, 6 entries: O -0.603; C -0.396; C -0.361; C -0.730; C -0.750; C -0.996

[2]
Computed, not measured: a molecular structure, C18H30CdN5, with ωB97M-V with the def2-TZVPD basis set.

XYZ file:
```
54
Properties=species:S:1:pos:R:3
Cd -1.154 -0.405 -0.426
C 0.310 2.543 0.543
C -0.389 2.777 -0.800
N -0.460 1.565 -1.645
C 0.784 1.293 -2.392
C 0.916 -0.183 -2.719
N 0.942 -0.937 -1.462
C 1.030 -2.403 -1.624
C 1.337 -3.099 -0.304
C 0.297 -2.972 0.801
N 0.175 -1.583 1.274
C -0.691 -1.406 2.440
C -0.727 0.066 2.803
N -1.225 0.916 1.700
C -0.649 2.285 1.698
H 0.919 3.414 0.788
H 1.008 1.701 0.462
H 0.095 3.589 -1.350
H -1.418 3.093 -0.622
H -1.202 1.707 -2.322
H 1.628 1.611 -1.776
H 0.829 1.885 -3.310
H 1.810 -0.355 -3.326
H 0.058 -0.523 -3.304
H 1.748 -0.628 -0.927
H 1.805 -2.660 -2.353
H 0.080 -2.753 -2.034
H 2.306 -2.744 0.071
H 1.481 -4.160 -0.514
H 0.558 -3.644 1.625
H -0.684 -3.288 0.439
H 1.103 -1.247 1.517
H -0.354 -1.988 3.305
H -1.692 -1.765 2.183
H 0.287 0.396 3.045
H -1.323 0.205 3.708
H -2.230 0.996 1.797
H -0.141 2.464 2.648
H -1.468 3.005 1.654
C -3.176 -1.020 -0.867
C -3.300 -1.948 -2.035
C -2.678 -3.199 -2.044
C -2.786 -4.059 -3.121
C -3.511 -3.671 -4.245
C -4.142 -2.432 -4.259
C -4.043 -1.592 -3.161
C -3.601 -4.550 -5.388
N -3.661 -5.241 -6.304
H -3.594 -1.470 0.037
H -3.745 -0.108 -1.053
H -2.109 -3.513 -1.176
H -2.308 -5.030 -3.103
H -4.715 -2.136 -5.127
H -4.553 -0.636 -3.179
```

Results
HOMO energy in eV: -10.776
Molar mass in g/mol: 428.9
Maximum force in eV/A: 0.47
Orbital gap in eV: 8.5
Total charge: +1
Calculated total energy in eV: -31162.3844
E_LUMO in eV: -2.28

Mulliken atomic charge list, values in e, 6 entries: Cd 1.740; C -0.332; C -0.791; N -0.449; C -0.749; C -0.917

[3]
Computed, not measured: a molecular structure, H16O8Y in a non-equilibrium geometry, with ωB97M-V with the def2-TZVPD basis set.

XYZ file:
```
25
Properties=species:S:1:pos:R:3
Y -0.076 0.114 -0.063
O 0.744 1.809 -1.458
H 1.354 1.726 -2.229
H 0.570 2.746 -1.495
O 0.941 -1.786 1.391
H 1.630 -2.385 1.184
H 0.646 -2.139 2.204
O -0.823 -0.520 -2.242
H -0.296 -0.800 -3.028
H -1.697 -0.700 -2.520
O -1.884 1.378 -0.288
H -2.688 1.084 -0.728
H -1.971 2.285 0.073
O 1.889 -0.777 -1.017
H 2.248 -1.250 -1.738
H 2.677 -0.480 -0.518
O 1.534 1.056 1.207
H 2.000 1.904 0.993
H 2.107 0.846 1.927
O -0.806 0.231 2.220
H -0.374 0.601 2.996
H -1.736 0.288 2.373
O -1.807 -1.376 0.292
H -2.221 -1.788 -0.482
H -1.958 -2.068 0.948
```

Results
HOMO energy in eV: -23.486
Molar mass in g/mol: 233.0
Energy above the lowest of the compared OMol25 structures with the same formula, charge and spin in kcal per mole: 16.1
Maximum force in eV/A: 2.73
Orbital gap in eV: 13.2
Total charge: +3
Calculated total energy in eV: -17660.1719
E_LUMO in eV: -10.31

Mulliken atomic charge list, values in e, 6 entries: Y 1.997; O -0.453; H 0.310; H 0.295; O -0.419; H 0.255

[4]
Computed, not measured: a molecular structure, C3H2AgLiO3 in a non-equilibrium geometry, with ωB97M-V with the def2-TZVPD basis set.

XYZ file:
```
10
Properties=species:S:1:pos:R:3
H 1.616 3.389 -1.183
O 0.875 -0.750 -0.489
C -0.406 -1.286 -0.548
C 1.096 0.232 0.335
O -0.579 -2.205 -1.338
O -1.284 -0.773 0.191
C 1.301 1.250 0.959
Ag -3.042 -2.545 -0.960
H 1.573 2.043 1.637
Li -1.150 0.646 1.395
```

Results
HOMO energy (spin up / spin down) in eV: -13.288 / -13.873
Molar mass in g/mol: 200.9
Energy above the lowest of the compared OMol25 structures with the same formula, charge and spin in kcal per mole: 49.5
⟨S²⟩: 0.7501
Maximum force in eV/A: 1.18
Orbital gap (spin up / spin down) in eV: 7.8 / 8.3
Total charge: +1
2S+1: 2
Calculated total energy in eV: -13479.4404
E_LUMO (spin up / spin down) in eV: -5.53 / -5.53

Mulliken atomic charge list, values in e, 6 entries: H 0.016; O -0.350; C 0.955; C 0.735; O -0.642; O -0.794

[5]
Computed, not measured: 2 unconnected molecules or ions with the total composition CH6P2S in a non-equilibrium geometry, with ωB97M-V with the def2-TZVPD basis set.

XYZ file:
```
10
Properties=species:S:1:pos:R:3
C 1.210 1.587 -0.186
P -2.014 -0.910 0.175
P 1.522 -1.633 -0.259
S 2.168 0.212 0.268
H 0.278 1.383 -0.574
H 1.213 2.283 0.584
H -3.128 -0.813 0.934
H -2.462 -0.606 -0.979
H -1.637 0.477 0.290
H 2.849 -1.981 -0.254
```

Results
HOMO energy (spin up / spin down) in eV: -8.315 / -8.049
Molar mass in g/mol: 112.1
Energy above the lowest of the compared OMol25 structures with the same formula, charge and spin in kcal per mole: 73.7
Maximum force in eV/A: 4.44
Orbital gap (spin up / spin down) in eV: 7.4 / 7.5
Total charge: 0
Calculated total energy in eV: -30543.2034
E_LUMO (spin up / spin down) in eV: -0.93 / -0.55

Mulliken atomic charge list, values in e, 6 entries: C -0.570; P -0.071; P -0.008; S 0.006; H 0.285; H 0.266

[6]
Computed, not measured: a molecular structure, C22H39IO17Si2, with ωB97M-V with the def2-TZVPD basis set.

XYZ file:
```
81
Properties=species:S:1:pos:R:3
C 4.055 1.183 6.623
C 3.574 0.110 5.661
C 4.593 -0.981 5.349
C 5.837 -0.534 4.549
O 5.865 0.869 4.255
Si 6.130 1.285 2.675
O 5.431 2.763 2.387
Si 3.772 2.937 2.583
C 2.768 1.531 1.853
I 3.273 1.473 -0.259
C 1.249 1.763 1.982
C 0.662 1.072 3.207
H 3.247 1.900 6.765
H 4.904 1.738 6.248
H 4.273 0.768 7.604
H 2.707 -0.377 6.104
H 3.233 0.559 4.732
H 4.899 -1.483 6.263
H 4.089 -1.733 4.744
H 6.745 -0.823 5.074
H 5.851 -1.088 3.609
H 5.519 0.276 1.788
H 7.568 1.408 2.391
H 3.399 4.229 1.990
H 3.482 2.977 4.034
H 2.983 0.554 2.270
H 0.776 1.339 1.105
H 1.009 2.823 2.017
H 0.790 1.667 4.108
H -0.396 0.879 3.067
H 1.135 0.111 3.404
C 0.526 -1.997 -1.358
C 0.060 -1.829 -2.787
O -0.947 -0.813 -2.669
C -0.684 -0.103 -1.544
O -1.232 0.908 -1.239
O 0.278 -0.699 -0.808
H 1.580 -2.249 -1.276
H -0.064 -2.732 -0.807
H 0.850 -1.462 -3.443
H -0.366 -2.734 -3.211
C -4.087 -0.335 -2.575
C -5.186 0.443 -1.897
O -6.235 -0.536 -1.796
C -5.668 -1.760 -1.826
O -6.248 -2.777 -1.592
O -4.363 -1.685 -2.149
H -3.104 -0.023 -2.263
H -4.156 -0.286 -3.658
H -4.913 0.768 -0.892
H -5.516 1.303 -2.473
C -6.170 -5.825 -1.225
C -5.995 -5.671 0.267
O -5.957 -7.034 0.713
C -5.565 -7.810 -0.327
O -5.276 -8.960 -0.238
O -5.545 -7.095 -1.475
H -5.688 -5.038 -1.792
H -7.219 -5.886 -1.518
H -5.052 -5.188 0.528
H -6.812 -5.136 0.742
C -8.678 1.685 -5.741
C -7.806 2.922 -5.776
O -6.593 2.454 -5.175
C -6.537 1.111 -5.329
O -5.582 0.445 -5.083
O -7.710 0.631 -5.793
H -9.361 1.614 -6.582
H -9.242 1.596 -4.811
H -7.588 3.252 -6.793
H -8.214 3.754 -5.210
C 6.547 3.406 -1.051
C 7.905 2.771 -1.260
O 8.110 2.946 -2.666
C 7.353 3.995 -3.078
O 7.425 4.497 -4.151
O 6.506 4.386 -2.096
H 6.439 3.877 -0.077
H 5.727 2.699 -1.194
H 8.699 3.291 -0.722
H 7.930 1.715 -1.001
```

Results
HOMO energy in eV: -9.682
Molar mass in g/mol: 758.6
Maximum force in eV/A: 0.98
Orbital gap in eV: 9.7
Total charge: 0
Calculated total energy in eV: -82113.4444
E_LUMO in eV: 0.01

Mulliken atomic charge list, values in e, 6 entries: C -1.423; C 0.677; C -0.939; C -0.384; O -0.142; Si 0.479

[7]
Computed, not measured: a gas-phase ion, C6H10N (charge +1) in a non-equilibrium geometry, with ωB97M-V with the def2-TZVPD basis set.

XYZ file:
```
17
Properties=species:S:1:pos:R:3
C 2.559 -0.079 -0.055
C 3.565 0.683 -0.091
C 0.253 -0.533 0.501
C -1.010 -0.334 -0.718
C 1.580 -0.919 -0.015
C -3.074 0.544 0.301
N -2.278 -0.535 -0.248
H 3.875 1.231 -0.915
H 4.193 1.052 0.753
H 0.327 0.405 1.026
H -0.269 -1.229 1.111
H -0.757 0.659 -1.165
H -0.772 -0.959 -1.534
H 1.922 -2.044 -0.119
H -2.730 1.552 0.244
H -4.052 0.422 -0.333
H -3.334 0.083 1.257
```

Results
HOMO energy (spin up / spin down) in eV: -14.042 / -14.041
Molar mass in g/mol: 96.2
Energy above the lowest of the compared OMol25 structures with the same formula, charge and spin in kcal per mole: 118.8
Maximum force in eV/A: 3.81
Orbital gap (spin up / spin down) in eV: 6.6 / 6.6
Total charge: +1
Calculated total energy in eV: -7861.1963
E_LUMO (spin up / spin down) in eV: -7.48 / -7.48

Mulliken atomic charge list, values in e, 6 entries: C 0.166; C -0.680; C -0.483; C -0.458; C -0.250; C -0.687

[8]
Computed, not measured: 2 unconnected molecules or ions with the total composition CH4N2O2 in a non-equilibrium geometry, with ωB97M-V with the def2-TZVPD basis set.

XYZ file:
```
9
Properties=species:S:1:pos:R:3
C -1.651 0.096 0.631
N 1.493 0.209 -0.854
N 1.022 -0.185 0.243
O -2.833 -0.029 0.773
O -0.921 -0.549 -0.165
H -1.023 0.879 1.361
H 1.612 -0.421 -1.607
H 1.399 1.188 -0.795
H 0.902 -1.188 0.413
```

Results
HOMO energy (spin up / spin down) in eV: -8.997 / -8.997
Molar mass in g/mol: 76.1
Energy above the lowest of the compared OMol25 structures with the same formula, charge and spin in kcal per mole: 75.8
Maximum force in eV/A: 3.83
Orbital gap (spin up / spin down) in eV: 8.3 / 8.3
Total charge: 0
Calculated total energy in eV: -8173.3991
E_LUMO (spin up / spin down) in eV: -0.72 / -0.73

Mulliken atomic charge list, values in e, 6 entries: C 0.255; N -0.027; N -0.242; O -0.512; O -0.499; H 0.173